DFT (wB97M-V/def2-TZVPD) results for a structure of composition C12H25N3O3 at a distorted geometry.

CARTESIAN COORDINATES (ANGSTROEM)
C: 1.0590 -2.5409 0.6886
C: -0.1458 -1.7146 0.0297
C: 1.9166 -1.7598 1.3514
C: 1.9106 -0.3950 0.7056
C: 2.4887 -0.3286 -0.6882
C: 3.1121 1.0698 -1.0226
C: -2.3623 -0.8578 0.6530
C: -2.8774 -1.5134 -0.6585
C: -2.4198 0.7832 0.8026
C: -1.3007 1.7116 0.2273
C: -1.3960 2.9690 1.1390
C: -1.3741 1.6743 -1.2992
H: 1.0357 -2.6691 -1.5714
H: 1.0936 -4.1001 -0.6609
H: 0.7171 -3.3951 1.2127
H: 1.7856 -1.5836 2.4943
H: 2.7941 -2.2236 1.2700
H: 0.9096 0.1539 0.7435
H: 2.7614 0.2127 1.2227
H: 1.9235 -0.5277 -1.7418
H: 3.1862 -1.2444 -0.8298
H: 3.6009 1.1230 -2.0150
H: 4.1971 1.0858 -0.3162
H: 1.0922 1.9128 -1.2047
H: 2.1984 3.0762 -1.2537
H: -0.9023 -1.6863 2.0537
H: -3.1708 -0.9867 1.4752
H: -2.3655 0.9577 1.8602
H: -3.3582 1.2934 0.3798
H: -0.2832 1.1560 0.6862
H: -1.1631 3.2348 2.2258
H: -0.6511 3.7225 0.8372
H: -2.3066 3.4639 1.0221
H: -2.2732 2.2210 -1.5442
H: -1.3533 0.7952 -1.8108
H: -0.5854 2.2605 -1.6602
H: -3.0001 0.2563 -1.4190
N: 1.6233 -3.2285 -0.5423
N: 2.1105 2.1360 -0.7961
N: -1.0768 -1.4237 1.1158
O: -0.4265 -1.6212 -1.2855
O: -2.8026 -2.7197 -0.7372
O: -3.9216 -0.7497 -1.1389

Its gap between HOMO and LUMO is 9.400 eV. As for the energy: -861.8720 Eh. The energy above the lowest of the compared OMol25 structures with the same formula, charge and spin is 1064.1 kJ/mol.